1.
Here is a structure of composition C41H62BN6PS3W from OMol25. Energies are from ωB97M-V/def2-TZVPD.

Geometry as XYZ:
```
115
Properties=species:S:1:pos:R:3:forces:R:3
W -1.743 1.273 0.335 -0.08 0.04 0.04
C -1.053 -3.198 3.163 -0.01 -0.01 -0.01
C -0.210 -2.760 2.008 0.02 0.01 0.01
C 0.727 -3.565 1.389 0.00 -0.02 0.00
C 1.485 -3.108 0.292 0.00 0.00 0.01
N 1.346 -1.860 -0.146 0.00 0.02 -0.01
N 0.465 -1.089 0.452 -0.01 -0.04 0.03
B 0.418 0.417 0.083 0.07 -0.03 -0.02
N 0.992 0.606 -1.337 -0.01 0.00 -0.02
N 2.299 0.697 -1.469 0.02 0.00 0.01
C 2.798 0.707 -2.701 0.01 0.00 0.00
C 1.944 0.565 -3.812 -0.02 0.01 -0.01
C 0.573 0.469 -3.668 0.03 -0.01 -0.01
C -0.374 0.351 -4.820 0.01 0.00 -0.01
C 0.134 0.527 -2.342 -0.04 0.00 0.02
S -1.566 0.640 -1.869 0.02 0.00 -0.01
C 4.304 0.856 -2.812 0.00 0.01 -0.01
C 4.734 1.142 -4.252 -0.01 0.00 0.00
C 4.932 -0.465 -2.337 0.00 -0.01 0.00
C 4.758 2.006 -1.901 0.00 -0.01 0.00
N 1.296 1.213 1.091 0.02 0.02 0.01
N 2.310 0.555 1.623 -0.01 0.00 -0.01
C 3.179 1.230 2.364 -0.01 -0.01 0.01
C 3.028 2.620 2.541 -0.01 0.01 0.01
C 1.956 3.306 2.005 0.02 -0.01 0.01
C 1.741 4.773 2.197 0.00 0.00 0.00
C 1.067 2.510 1.273 -0.03 0.00 -0.03
S -0.415 3.180 0.563 0.01 -0.01 -0.01
C 4.337 0.436 2.937 0.01 0.00 0.00
C 5.351 0.253 1.793 0.00 -0.01 0.00
C 4.998 1.177 4.103 -0.01 0.01 -0.01
C 3.839 -0.935 3.413 0.00 0.00 0.01
C -0.313 -1.484 1.452 -0.01 0.02 -0.03
S -1.454 -0.254 2.004 0.00 0.01 0.01
C 2.526 -3.959 -0.406 0.00 -0.02 0.00
C 2.524 -3.655 -1.909 0.00 0.01 -0.01
C 3.885 -3.573 0.209 0.01 0.00 0.00
C 2.266 -5.452 -0.183 -0.01 0.00 0.00
H -0.872 -4.244 3.397 0.00 0.00 0.00
H -2.115 -3.071 2.943 0.00 0.00 0.00
H -0.822 -2.608 4.053 0.00 0.00 0.00
H 0.872 -4.577 1.744 -0.01 0.00 0.00
H 2.371 0.556 -4.806 0.00 -0.01 0.00
H 0.171 0.278 -5.758 0.00 0.00 0.00
H -1.027 1.224 -4.876 0.00 0.00 0.00
H -1.001 -0.537 -4.722 0.00 0.00 0.00
H 4.521 0.308 -4.923 0.00 0.00 0.00
H 5.812 1.294 -4.275 0.00 0.00 0.00
H 4.272 2.049 -4.648 0.00 0.00 0.00
H 4.654 -1.297 -2.987 0.00 0.00 0.00
H 4.628 -0.697 -1.315 0.00 0.00 -0.01
H 6.018 -0.374 -2.361 0.00 0.00 0.00
H 4.308 2.954 -2.204 0.00 0.00 0.00
H 5.840 2.115 -1.979 0.00 0.00 0.00
H 4.511 1.809 -0.858 0.00 0.00 0.00
H 3.758 3.160 3.129 0.00 0.00 0.00
H 2.563 5.210 2.759 0.00 0.00 0.00
H 0.817 4.963 2.746 0.00 0.00 0.00
H 1.674 5.288 1.236 0.00 0.00 0.00
H 5.725 1.212 1.429 0.00 0.00 0.00
H 4.902 -0.289 0.958 0.00 0.00 0.00
H 6.204 -0.319 2.157 0.00 0.00 0.00
H 5.502 2.091 3.785 0.00 0.00 0.00
H 5.763 0.536 4.539 0.00 0.00 0.00
H 4.285 1.418 4.894 0.00 0.00 0.00
H 3.412 -1.512 2.592 0.00 0.00 0.00
H 3.096 -0.834 4.207 0.00 0.00 0.00
H 4.681 -1.495 3.818 0.00 0.00 0.00
H 2.759 -2.610 -2.108 0.00 -0.01 0.01
H 1.561 -3.898 -2.363 0.00 0.00 0.00
H 3.282 -4.270 -2.394 0.00 0.00 0.00
H 4.093 -2.511 0.066 0.00 0.00 0.01
H 4.673 -4.147 -0.277 0.00 0.00 0.00
H 3.920 -3.798 1.277 0.00 0.00 0.00
H 1.266 -5.747 -0.509 0.00 0.00 0.00
H 2.407 -5.752 0.856 0.00 0.00 0.00
H 2.981 -6.025 -0.770 0.00 0.00 0.00
C -6.668 0.694 -1.440 -0.01 0.00 -0.01
C -5.176 0.802 -1.813 -0.02 0.00 0.02
C -4.787 -0.465 -2.583 0.00 0.00 -0.01
C -4.925 2.053 -2.656 0.01 0.00 -0.01
P -4.266 0.846 -0.176 0.06 0.03 0.01
C -4.779 -0.583 0.783 0.01 -0.01 -0.01
C -4.174 -1.815 0.511 -0.02 -0.01 0.00
C -4.639 -2.963 1.128 0.01 0.00 0.00
C -5.697 -2.890 2.031 0.00 0.00 0.01
C -6.296 -1.670 2.309 -0.01 0.00 -0.01
C -5.847 -0.516 1.681 -0.01 0.01 0.00
C -4.398 2.452 0.765 -0.02 0.00 -0.01
C -3.726 2.192 2.133 -0.05 0.02 -0.01
C -3.530 3.436 -0.046 0.01 -0.02 0.01
C -5.775 3.085 0.984 -0.01 -0.01 0.02
H -7.230 0.722 -2.376 0.00 0.00 0.00
H -7.028 1.518 -0.827 0.00 0.00 0.00
H -6.900 -0.249 -0.947 0.00 0.00 0.00
H -5.443 -0.521 -3.454 0.00 0.00 0.00
H -4.953 -1.372 -2.003 0.00 0.00 0.01
H -3.763 -0.448 -2.951 0.00 0.00 0.00
H -5.398 1.897 -3.627 0.00 0.00 0.00
H -3.865 2.240 -2.842 0.00 0.01 0.00
H -5.385 2.942 -2.228 0.00 0.00 0.00
H -3.361 -1.885 -0.205 0.01 0.00 0.01
H -4.196 -3.922 0.893 0.00 0.00 0.00
H -6.063 -3.790 2.507 0.00 0.00 0.00
H -7.127 -1.615 2.999 0.00 0.00 0.00
H -6.354 0.417 1.883 0.01 0.00 0.00
H -2.603 2.101 2.144 -0.01 -0.06 -0.01
H -4.124 1.327 2.660 0.00 0.00 0.01
H -3.839 3.079 2.764 0.02 0.01 -0.01
H -2.669 2.985 -0.629 0.00 0.01 -0.01
H -3.128 4.234 0.579 0.01 0.00 -0.01
H -4.085 3.878 -0.871 0.00 0.00 -0.01
H -6.433 2.465 1.589 0.00 0.01 0.00
H -6.271 3.305 0.041 0.00 0.00 0.00
H -5.642 4.032 1.512 0.01 0.00 0.00
```
Forces are in eV/Å.

The total charge is +4. The HOMO-LUMO gap (spin up / spin down) is 5.72 / 5.73 eV. The multiplicity is 1. As for the highest occupied orbital energy (spin up / spin down): -19.136 / -19.136 eV.

---

2.
Here is a cluster of 11 separate species, C41H62F3O8 in total in a non-equilibrium geometry from OMol25. Energies are from ωB97M-V/def2-TZVPD.

Geometry as XYZ:
```
114
Properties=species:S:1:pos:R:3:forces:R:3
C -8.882 14.898 15.157 0.30 0.50 -0.58
C -9.895 13.766 15.304 -1.03 -0.65 0.55
O -10.181 13.375 16.562 0.84 0.27 -0.22
H -9.298 15.852 15.514 0.01 -0.11 0.18
H -8.641 15.046 14.087 -0.02 0.05 0.13
H -7.932 14.733 15.680 -0.14 -0.23 0.09
H -9.564 12.917 14.620 0.26 0.18 0.08
H -10.833 14.122 14.787 0.25 0.14 -0.22
F -5.102 17.309 19.175 0.07 0.00 0.02
C -5.007 17.229 17.832 -0.14 0.16 0.20
C -6.169 17.094 17.102 -0.69 -0.59 -0.20
C -6.103 16.993 15.722 0.70 0.63 -0.09
C -4.863 17.101 15.097 -0.34 0.05 -0.30
C -3.712 17.224 15.849 0.25 0.09 0.16
C -3.769 17.306 17.237 0.12 -0.12 -0.27
H -7.134 16.957 17.576 0.15 0.18 0.30
H -7.001 16.919 15.126 -0.10 -0.22 0.14
H -4.811 17.127 14.016 0.05 -0.22 0.02
H -2.747 17.255 15.357 -0.02 0.08 0.00
H -2.870 17.414 17.828 -0.05 -0.03 0.10
F -9.551 18.736 9.539 -0.06 -0.05 -0.04
C -8.927 18.797 10.732 0.16 0.48 0.07
C -8.382 17.655 11.266 -0.51 -0.66 0.42
C -7.750 17.724 12.503 -0.51 0.41 -0.52
C -7.619 18.963 13.118 -0.09 -0.84 0.92
C -8.217 20.094 12.591 0.54 0.33 -0.15
C -8.862 20.028 11.373 -0.10 -0.38 -0.74
H -8.619 16.685 10.842 0.24 0.11 -0.27
H -7.513 16.789 12.993 0.43 0.12 0.06
H -7.170 18.960 14.105 0.10 0.37 -0.10
H -8.110 21.044 13.101 -0.11 -0.01 0.03
H -9.285 20.873 10.844 -0.05 0.11 0.29
F -5.494 15.070 12.727 0.28 0.11 -0.10
C -6.254 14.500 11.771 -0.52 -0.05 0.33
C -7.171 13.551 12.172 -0.13 -0.24 0.14
C -8.005 12.997 11.218 0.06 -0.12 -0.28
C -7.908 13.387 9.885 -0.12 -0.23 0.17
C -7.003 14.369 9.520 -0.10 -0.24 -0.23
C -6.175 14.937 10.470 0.37 0.52 -0.03
H -7.246 13.256 13.211 0.04 0.07 0.01
H -8.720 12.237 11.505 0.01 0.04 0.06
H -8.529 12.894 9.148 -0.02 0.15 -0.05
H -6.935 14.681 8.485 0.01 0.07 0.02
H -5.504 15.751 10.224 0.07 -0.11 -0.02
C -7.876 14.541 19.142 -0.27 0.72 -0.78
C -7.508 13.126 19.433 0.12 -0.25 0.47
O -6.471 12.872 20.020 0.21 0.06 -0.06
C -8.417 11.999 19.036 -0.30 -0.01 0.12
H -7.023 15.214 19.209 0.20 -0.25 0.13
H -8.624 14.935 19.830 -0.05 -0.31 0.13
H -8.326 14.625 18.143 -0.10 -0.23 0.08
H -8.073 11.123 19.582 0.02 -0.16 -0.18
H -8.407 11.847 17.953 -0.01 0.12 0.00
H -9.469 12.183 19.267 0.07 0.27 -0.08
C -10.907 18.059 14.148 0.06 0.46 -0.40
C -12.139 18.787 13.681 0.03 -0.04 0.06
O -12.536 18.726 12.543 -0.15 -0.05 -0.17
C -12.804 19.690 14.697 0.08 -0.25 0.23
H -11.090 17.445 15.028 0.04 -0.02 0.02
H -10.189 18.854 14.387 0.05 -0.20 0.27
H -10.478 17.489 13.330 -0.08 -0.22 0.06
H -12.598 19.337 15.709 -0.04 0.11 0.00
H -13.878 19.732 14.536 -0.02 0.07 -0.11
H -12.378 20.689 14.586 -0.05 0.04 0.02
C -15.591 13.384 13.409 -0.21 -0.07 0.49
C -14.128 13.439 13.821 -0.26 0.43 -0.34
O -13.676 12.593 14.540 0.14 -0.47 0.30
C -13.268 14.525 13.221 0.26 -0.57 -0.59
H -16.194 13.232 14.308 0.05 0.04 -0.03
H -15.742 12.489 12.802 0.04 0.11 -0.17
H -15.946 14.272 12.891 0.08 -0.02 -0.13
H -13.263 15.460 13.776 -0.21 0.01 0.09
H -13.602 14.697 12.194 -0.02 0.29 0.09
H -12.249 14.139 13.185 0.05 0.18 0.16
C -8.444 20.601 19.078 0.02 -0.23 0.35
C -8.941 19.213 18.731 0.14 0.53 -0.31
O -8.814 18.300 19.500 -0.03 -0.46 0.34
C -9.513 19.044 17.348 0.02 0.24 -0.82
H -8.242 20.642 20.147 0.00 0.05 -0.04
H -9.158 21.373 18.795 0.03 0.04 -0.10
H -7.502 20.760 18.546 -0.07 0.10 -0.10
H -10.531 18.657 17.326 0.00 -0.08 0.32
H -8.913 18.351 16.753 0.05 -0.12 0.22
H -9.510 19.989 16.797 -0.01 0.02 0.10
C -11.062 16.272 18.604 -1.04 0.44 0.29
C -11.281 15.243 19.687 0.70 0.05 -0.19
O -11.605 14.120 19.420 -0.45 -0.32 0.26
C -10.957 15.635 21.120 -0.06 0.15 0.04
H -10.021 16.269 18.296 0.04 -0.11 -0.15
H -11.308 17.267 18.989 0.21 -0.01 0.06
H -11.746 16.065 17.782 0.37 -0.29 -0.21
H -10.725 16.693 21.238 -0.04 0.01 -0.06
H -10.089 15.065 21.452 -0.07 -0.09 0.03
H -11.805 15.367 21.751 0.05 -0.02 0.04
C -12.302 10.064 11.680 0.82 0.36 -0.37
C -11.185 9.473 12.519 -0.05 0.03 0.14
O -10.594 8.469 12.194 -0.05 -0.05 -0.08
C -10.838 10.255 13.765 -0.71 0.13 -0.42
H -11.970 11.074 11.394 -0.24 0.01 0.29
H -13.200 10.152 12.286 -0.18 0.01 -0.14
H -12.426 9.534 10.738 -0.26 -0.33 0.22
H -11.657 10.925 14.031 0.08 0.02 0.14
H -9.994 10.900 13.515 0.21 -0.13 0.30
H -10.644 9.584 14.594 0.38 0.05 0.02
C -5.902 12.378 15.862 0.02 0.10 -0.12
C -4.831 11.494 16.451 -0.06 -0.06 0.20
O -3.685 11.560 16.069 0.19 -0.10 -0.07
C -5.267 10.588 17.577 -0.20 0.25 -0.23
H -5.521 12.823 14.945 -0.06 0.03 0.00
H -6.141 13.182 16.564 0.01 -0.04 0.05
H -6.832 11.838 15.678 -0.02 0.00 0.01
H -5.578 11.250 18.393 -0.03 -0.22 0.11
H -4.485 9.911 17.903 0.15 0.09 -0.03
H -6.142 10.018 17.256 -0.03 0.03 0.12
```
Forces are in eV/Å.

The total charge is -1. The HOMO-LUMO gap is 5.25 eV. The multiplicity is 1. As for the highest occupied orbital energy: -3.267 eV.

---

| no. | electronic energy (a.u.) |
| --- | --- |
| 1 | -3554.584324 |
| 2 | -2500.959686 |